# 1
Below is the ion H2NO3S3 with charge -1, with properties calculated with ωB97M-V with the def2-TZVPD basis set.

Geometry as XYZ:
```
9
H2NO3S3, DFT ωB97M-V with the def2-TZVPD basis set
H -0.1786 -0.3835 1.9924
H 0.9044 -0.5904 -1.5916
O -0.8288 -1.1319 -0.7881
O -1.6908 0.3676 0.9337
S -0.9428 0.2276 -0.3002
O -1.1691 1.2298 -1.3043
S 1.1028 -0.5665 1.6832
S 1.7941 0.2565 -1.0427
N 1.0089 0.5908 0.4176
```

The HOMO energy (spin up / spin down) comes out at -0.83 / -4.94 eV. The calculation puts the calculated total energy at -40167.4354 eV. The calculation puts the energy above the lowest of the compared OMol25 structures with the same formula, charge and spin at 71.2 kcal per mole. The molar mass is 160.22 g/mol. Its multiplicity is 3. Its charge is -1. As for the LUMO energy (spin up / spin down): 3.414 / 1.588 eV. As for the expectation value of S²: 2.0084. As for the strongest force on any atom: 3.913 eV Å⁻¹. For the frontier orbital gap (spin up / spin down), the calculation gives 0.1561 / 0.2399 Ha.



# 2
Below is a structure of composition C32H37BiN6O3PS2, with properties calculated with ωB97M-V with the def2-TZVPD basis set.

Geometry as XYZ:
```
82
C32H37BiN6O3PS2, DFT ωB97M-V with the def2-TZVPD basis set
H -3.6150 0.3525 -0.0720
C 1.3886 2.1951 -0.5501
H 2.3649 1.5194 3.7754
N -1.9468 1.5109 0.5135
H 5.4223 0.5043 -4.6841
H -1.4712 -1.6509 -2.8595
C -1.5782 2.6586 -3.5360
H -2.2312 0.7573 -2.7615
C -2.4608 3.7867 1.1105
H 5.6085 1.9644 -3.6994
H 0.6992 1.9570 3.5506
H 0.9197 -2.8868 1.6682
S 1.1432 -1.1775 -2.4557
C 0.3466 2.4033 -1.6201
H -2.6988 -0.9734 4.2204
H -2.0808 4.7512 1.4317
N -0.5601 1.4336 -1.7723
H 3.6915 -4.6866 -0.2416
C -3.6207 -2.1383 1.1827
N 0.7882 1.9329 0.7821
C -3.2152 -2.8763 -2.3465
C 0.5691 -1.9127 4.8758
N -3.8290 -3.0075 -1.1186
H 3.3201 1.0443 -3.4015
C -3.3102 -1.4859 3.4881
O 3.9874 -0.8497 -2.9743
S 3.5195 -1.1753 -0.0826
H 6.3118 0.4312 -3.1561
N 1.1255 -0.9568 2.3472
H -5.2765 2.0865 0.2649
H 0.2094 3.9492 0.6574
H 1.0760 4.3056 -2.2624
C 4.1995 -4.9816 -1.1601
H -3.5314 -3.4276 -3.2127
C -2.2169 -1.9898 -2.1598
H 3.5533 -5.6653 -1.7118
H -4.8224 -2.0622 4.8641
N -2.2196 -1.5741 -0.8318
H 4.2360 0.8861 -1.8838
C 0.8898 -2.2564 2.5514
H 2.0142 1.3328 -0.8166
H -6.2104 -3.2075 3.1292
C 0.8264 -0.5731 4.6716
C -0.6376 3.6596 -3.3971
C -4.4881 -2.0916 3.8341
H 5.1567 -3.0709 -1.4291
C -5.2739 -2.7369 2.8658
H 2.0362 3.0777 -0.4976
C -4.2369 2.3152 0.4649
Bi -0.4676 -0.2038 0.1108
H -4.5943 -3.6232 -0.9112
C -2.8267 -1.4816 2.1522
C -0.0980 3.0378 1.1822
H 0.8128 0.1301 5.4950
P 3.0101 -1.5865 -1.9271
H -4.5684 4.3802 1.0853
C 1.8952 1.7083 1.7382
C 1.4892 1.3177 3.1515
H 0.3375 -2.2800 5.8675
H -2.3637 2.7182 -4.2758
C 1.1187 -0.1303 3.3834
C -1.5682 2.7795 0.9121
C -4.8286 -2.7462 1.5691
C 4.5179 -3.7583 -1.9849
H 0.0475 3.2366 2.2423
C -3.8524 3.5915 0.9122
H 0.4293 -3.8426 3.9113
C -3.3129 1.3305 0.2724
H -0.6657 4.5354 -4.0318
H 2.4851 2.6330 1.7960
H 5.0139 -4.0189 -2.9202
H 5.1200 -5.5066 -0.8968
C 4.1798 0.5609 -2.9266
H 2.5385 0.9341 1.3141
H -5.4561 -3.2277 0.8276
O 3.2881 -3.1030 -2.3406
C -1.5052 1.5587 -2.6980
C -3.2106 -2.2150 -0.2145
O -1.7011 -0.8877 1.9131
C 0.3327 3.5347 -2.4170
C 5.4589 0.8834 -3.6626
C 0.6162 -2.7846 3.7940
```

The HOMO energy (spin up / spin down) comes out at -4.44 / -7.35 eV. The calculation puts the calculated total energy at -85669.3672 eV. The calculation puts the energy above the lowest of the compared OMol25 structures with the same formula, charge and spin at 20.1 kcal per mole. The molar mass is 857.78 g/mol. Its multiplicity is 2. As for the LUMO energy (spin up / spin down): 0.411 / 0.406 eV. As for the expectation value of S²: 0.7679. As for the strongest force on any atom: 1.052 eV Å⁻¹. For the frontier orbital gap (spin up / spin down), the calculation gives 0.1781 / 0.2851 Ha.



# 3
Below is a cluster of 2 separate species, C3H10N2O2S in total, with properties calculated with ωB97M-V with the def2-TZVPD basis set.

Geometry as XYZ:
```
18
C3H10N2O2S, DFT ωB97M-V with the def2-TZVPD basis set
H -2.0505 1.4075 -3.5043
H 1.0784 0.8530 0.8518
N -1.5196 1.0554 -0.1424
C 1.2663 -1.3409 0.3008
H 0.8022 -2.2779 0.3904
S 2.8808 -1.4619 1.2047
H -0.6869 1.1774 -2.7765
H 0.8543 -0.4116 2.9026
H -1.9890 1.2980 0.7458
O -0.9147 -0.8134 -1.1678
N 0.1038 -0.2371 2.1347
O -1.3155 1.8443 -3.0241
H -0.8413 -0.6087 2.3308
H 1.5215 -1.0939 -0.7633
H 3.2787 -0.3108 0.7677
H -2.2272 1.2172 -0.8368
C 0.4749 -0.1495 0.7463
C -0.7162 -0.1472 -0.1604
```

The HOMO energy comes out at -9.18 eV. The calculation puts the calculated total energy at -21182.6425 eV. The calculation puts the energy above the lowest of the compared OMol25 structures with the same formula, charge and spin at 48.9 kcal per mole. The molar mass is 138.19 g/mol. As for the LUMO energy: 0.546 eV. As for the strongest force on any atom: 5.908 eV Å⁻¹. For the frontier orbital gap, the calculation gives 0.3574 Ha.



# 4
Below is a structure of composition C29H51AsNNiO2P, with properties calculated with ωB97M-V with the def2-TZVPD basis set.

Geometry as XYZ:
```
86
C29H51AsNNiO2P, DFT ωB97M-V with the def2-TZVPD basis set
C -2.1553 1.5866 2.4831
C 0.8122 -1.5175 2.9451
C -1.2389 3.3763 -0.1116
H 3.7217 -2.0810 -2.0241
H 3.0770 0.3761 3.5992
C -0.9643 -3.1846 3.4817
H -0.8172 -3.1977 4.5663
H -1.5478 -6.0661 0.0564
O 1.9234 -2.7084 -0.1195
H -0.3512 -3.9820 3.0659
H -2.6123 1.7370 -2.2591
C 1.0147 3.7478 -3.4832
H -1.3244 2.7243 -2.9689
H 1.9148 -3.3375 2.5784
N 4.0869 -0.0903 -1.3345
H -3.4687 -2.4221 0.1049
H 2.8828 0.9920 1.9592
H 0.8556 5.0779 -5.1620
C -2.9960 -2.2012 -0.8555
H -3.2928 -2.9926 -1.5442
H 1.4586 -3.0860 4.2607
H 1.3037 7.1081 -3.8194
H -1.2938 0.9555 -3.1515
C -1.1008 -3.9725 0.2725
H 3.2875 -0.7055 2.2284
H -2.9550 1.3543 1.7796
H 0.2785 -0.6883 -2.5332
C -2.9921 -1.1180 2.6841
H -0.6747 3.7223 0.7536
C 1.4996 4.7730 -1.3704
H 1.1840 2.6088 1.6482
C -3.4675 -0.8389 -1.3648
C -1.5016 -5.1823 -0.5794
H 0.8318 2.8573 -4.0788
H -1.7659 2.5607 2.2199
C -0.5573 -1.8253 2.9681
H -0.7729 -5.3853 -1.3648
H -3.1259 -0.6476 -2.3839
C 2.3462 -1.6141 -0.4366
H -4.5569 -0.7888 -1.3694
C 1.0325 4.9954 -4.0954
C 0.7799 2.2614 2.6024
H 3.2164 0.3886 -1.0469
H -1.1604 4.1178 -0.9055
As -0.5554 1.7010 -0.8209
H -2.6139 1.6626 3.4736
H 4.8580 0.2349 -0.7581
C -0.1559 -1.5083 -3.1096
H -1.7609 -3.8938 1.1387
H -3.5196 -0.5966 1.8857
H -3.0992 -0.0341 -0.7271
C 1.2251 2.2758 -1.4501
H 1.7252 6.9077 -1.3895
H 0.5479 -1.7789 -3.8996
H 1.5800 2.3412 3.3356
H -3.4242 -0.7746 3.6301
C -1.5081 -0.8292 2.6545
C 1.2837 6.1346 -3.3425
H -1.1520 -3.4009 -2.7290
H 1.5382 1.4910 -2.1422
C -1.5497 1.7746 -2.4855
C 2.6996 0.1317 2.6016
H 0.0002 2.9508 2.9086
H -2.0044 -3.4286 3.3044
H -3.2189 -2.1752 2.5876
H -2.4852 -5.0632 -1.0406
H 1.6907 4.6927 -0.3038
H 4.3117 0.1123 -2.3037
C 1.8022 -2.5816 3.3568
H 1.8709 2.2518 -0.5699
H 4.4729 -1.9998 -0.4331
C -1.0924 0.5160 2.5048
C 0.2854 0.8334 2.5394
H -2.2860 3.2524 0.1608
C 3.7375 -1.5363 -1.0848
P -1.1923 -2.3599 -0.5829
C 1.5197 6.0210 -1.9790
Ni -0.2037 -0.5640 0.5915
H -1.0567 -1.1368 -3.6002
C -0.4637 -2.7233 -2.2239
O 1.7550 -0.4619 -0.3410
H 0.4466 -3.2886 -2.0123
H 2.7835 -2.1721 3.5787
C 1.2306 -0.2068 2.6551
H -0.0792 -4.0838 0.6404
C 1.2428 3.6246 -2.1132
```

The HOMO energy (spin up / spin down) comes out at -13.45 / -13.59 eV. The calculation puts the calculated total energy at -147645.0388 eV. The molar mass is 610.32 g/mol. Its multiplicity is 3. Its charge is +2. As for the LUMO energy (spin up / spin down): -5.082 / -6.179 eV. As for the expectation value of S²: 2.0099. As for the strongest force on any atom: 0.870 eV Å⁻¹. For the frontier orbital gap (spin up / spin down), the calculation gives 0.3076 / 0.2722 Ha.